Molecular formula: C34H96F3O32
Method: DFT, ωB97M-V with the def2-TZVPD basis set

XYZ file:
```
165
Properties=species:S:1:pos:R:3:forces:R:3
C 0.438753 0.649853 0.223514 -1.50 -0.90 -3.03
O -0.264557 -0.017637 -0.906026 1.94 0.24 1.55
O 0.587293 2.007193 -0.119046 -0.22 -3.00 1.73
C -0.151187 0.202293 1.603994 -2.08 0.30 1.65
F 0.646673 0.663423 2.573164 0.56 -0.24 -0.33
F -1.381297 0.617553 1.943024 0.23 1.13 -1.07
F -0.308367 -1.134977 1.734244 1.39 0.36 -1.03
C 0.216193 -1.366447 -1.387436 -2.33 0.19 -1.21
C -0.596937 -1.536857 -2.701356 -0.17 0.34 -0.24
H -0.340877 -2.398517 -3.317846 0.54 -0.09 0.35
H -1.679047 -1.624227 -2.603876 -0.02 -0.01 0.74
H -0.503507 -0.659317 -3.341116 0.40 0.07 0.01
H -0.151287 -2.116657 -0.687266 0.51 0.05 0.26
H 1.267673 -1.473997 -1.653766 0.21 0.61 0.56
H 1.406143 0.152613 0.294344 0.93 0.43 -0.16
C -2.794027 -4.033297 0.901954 1.67 -0.28 -1.03
C -2.698487 -4.245087 -0.630266 0.17 0.68 0.78
O -2.070997 -5.430407 -1.097756 -0.89 0.06 0.32
O -3.670507 -4.905157 1.536864 -0.84 0.02 0.44
H -2.998167 -2.973087 1.051584 -0.93 0.04 0.08
H -1.804637 -4.106407 1.353474 0.46 -0.31 -0.05
H -2.183397 -3.358637 -1.000376 0.18 0.15 -0.22
H -3.725907 -4.143427 -0.979786 -0.03 -0.53 -0.38
H -1.139527 -5.265387 -1.261226 0.17 0.17 0.34
H -3.194547 -5.668507 1.872044 0.03 0.03 -0.16
C -3.681487 -1.242367 3.421034 -0.71 -1.49 2.10
C -4.870277 -2.254387 3.397634 0.71 -0.55 0.28
O -6.068087 -1.839597 4.040044 0.28 0.48 -0.54
O -3.860447 -0.216317 2.554194 -0.57 2.18 -1.78
H -2.710067 -1.724297 3.310614 0.06 -0.46 -0.29
H -3.621997 -0.719307 4.375484 -0.21 -0.49 0.53
H -4.672377 -3.211447 3.880324 0.74 0.15 0.18
H -5.003797 -2.548637 2.356634 -0.39 0.22 -0.28
H -6.604657 -1.376597 3.392494 -0.11 0.22 0.09
H -3.610867 -0.418227 1.649454 0.06 -0.35 -0.26
C -0.852247 4.706813 -1.951536 -2.64 1.59 0.27
C -1.142437 5.956883 -1.082006 0.15 -0.85 0.92
O -1.548037 5.574433 0.244124 -0.95 0.36 -0.66
O 0.398993 4.260103 -1.723876 3.08 -0.80 0.34
H -0.998567 5.001453 -2.990716 0.10 -0.24 -0.24
H -1.503497 3.874743 -1.683896 -0.81 0.46 -0.21
H -1.892367 6.635133 -1.489046 -0.30 -0.41 -0.01
H -0.234497 6.553823 -0.995946 0.30 -0.07 -0.23
H -0.832377 5.192243 0.757304 0.70 0.27 -0.08
H 0.413313 3.412373 -1.273606 -0.24 0.31 -0.27
C 2.927553 4.038293 2.287284 -2.05 -0.33 -1.62
C 1.418433 4.259063 2.565644 -0.35 0.31 0.22
O 0.560333 4.432093 1.412094 1.17 0.35 0.20
O 3.109993 2.746643 1.647014 0.86 -0.10 1.23
H 3.482443 4.231553 3.205354 0.17 -0.96 -0.03
H 3.282283 4.752393 1.544094 -0.19 0.49 0.16
H 1.326303 5.136983 3.205074 -0.16 0.27 -0.33
H 0.879823 3.478123 3.102434 0.93 -0.49 0.53
H 0.491663 3.583323 0.968844 0.01 -0.05 0.05
H 2.395033 2.580653 1.028254 -0.09 0.43 0.07
C -3.969187 3.381003 2.494684 0.03 0.31 -1.60
C -5.415717 2.915763 2.702904 0.30 0.97 -1.18
O -5.489117 2.048443 3.774074 -0.11 -0.26 1.25
O -3.752087 3.921273 1.125494 -0.75 -1.13 1.67
H -3.373517 2.478793 2.633584 0.35 0.00 -0.05
H -3.661697 4.140093 3.213944 -0.13 -0.07 0.19
H -5.773777 2.381923 1.822614 0.10 0.24 -0.54
H -6.070847 3.773623 2.854464 -0.08 -0.10 0.19
H -4.954817 1.294273 3.514574 0.08 -0.51 0.08
H -2.869327 4.298543 1.127374 0.11 0.44 -0.33
C -3.864857 -2.864447 -4.821676 -1.57 0.48 -0.02
C -4.334567 -1.388257 -4.678856 -1.62 -2.02 0.25
O -3.380037 -0.570057 -5.201896 1.49 1.19 -0.31
O -3.829737 -3.258537 -6.176786 0.62 0.10 -0.24
H -4.585347 -3.577067 -4.420196 0.00 0.22 0.59
H -2.907047 -2.980027 -4.314386 0.22 -0.06 0.02
H -4.652217 -1.170787 -3.659096 0.66 0.09 0.51
H -5.265577 -1.183227 -5.207336 -0.16 -0.60 -0.50
H -2.992887 -0.108997 -4.454146 0.31 0.49 0.04
H -3.159867 -2.716447 -6.599866 0.05 0.14 -0.28
C 3.409603 3.307353 -1.860446 -1.12 -0.75 -0.93
C 3.147103 2.145253 -2.854706 -0.08 -0.14 0.93
O 1.701453 1.881873 -3.038466 1.46 0.24 -0.07
O 2.954253 4.503483 -2.425306 1.51 0.31 0.06
H 4.451833 3.296463 -1.541466 0.21 0.43 -0.49
H 2.874103 3.131453 -0.927496 -0.34 -0.34 0.36
H 3.614263 1.231073 -2.488486 0.03 -0.07 0.01
H 3.611593 2.393613 -3.808996 -0.46 0.04 -0.11
H 1.352713 1.811593 -2.146816 -0.23 -0.05 0.06
H 2.007233 4.571603 -2.283466 -0.49 0.03 0.08
C -3.096837 1.644973 -1.619516 -0.27 -0.09 -0.20
C -3.853007 0.612403 -0.735926 1.18 0.90 -1.57
O -3.028017 -0.553107 -0.620636 -1.00 -0.37 0.49
O -3.062007 1.277223 -2.998516 -0.79 -0.95 0.47
H -2.061837 1.637913 -1.277716 0.25 0.40 0.44
H -3.515527 2.650313 -1.573686 -0.10 -0.02 0.58
H -4.785077 0.385303 -1.253386 -0.07 -0.34 0.21
H -4.048727 1.055223 0.240644 -0.05 0.11 0.01
H -2.129687 -0.329607 -0.874906 0.13 0.20 0.01
H -2.410247 1.796613 -3.475016 0.44 0.23 -0.13
C 0.304403 3.714323 -5.647306 0.43 -0.58 1.03
C -0.343057 2.345943 -5.710506 0.29 -0.64 -1.20
O -0.799917 1.721653 -4.527096 -0.48 0.37 0.29
O 1.715603 3.669713 -5.248286 -1.73 0.14 -1.22
H -0.215037 4.312643 -4.898776 -0.24 0.22 -0.12
H 0.095793 4.124543 -6.635386 0.91 0.40 0.03
H 0.323773 1.662173 -6.235756 0.53 -0.06 0.11
H -1.159147 2.380883 -6.432226 -0.58 0.20 0.47
H -0.061217 1.358843 -4.032836 0.40 0.18 -0.04
H 1.637233 3.229303 -4.398876 0.35 0.00 0.41
C 4.675183 1.870453 4.985254 1.15 0.28 -0.85
C 3.747613 0.722703 4.606314 -0.03 1.06 -0.45
O 3.181273 0.002983 5.645584 0.31 -0.15 0.76
O 5.979333 1.473333 5.418624 -0.36 -1.18 0.71
H 4.214203 2.586813 5.665274 -0.17 -0.22 0.33
H 4.875093 2.398033 4.052624 -0.56 0.23 -0.32
H 4.213753 0.068193 3.869814 0.49 -0.08 0.04
H 2.920963 1.195063 4.075634 -0.06 0.48 -0.43
H 2.947723 -0.835937 5.241504 -0.29 -0.69 0.46
H 6.674283 2.125103 5.300994 -0.50 0.32 -0.18
C 2.661513 -4.492477 -5.772106 1.77 0.72 2.72
C 1.949943 -3.827387 -4.609396 -0.50 -0.21 0.36
O 2.607003 -2.665627 -4.067006 0.40 -0.69 -0.38
O 2.725643 -3.555767 -6.762056 -0.93 0.69 -3.00
H 2.297133 -5.502497 -5.959666 -0.58 0.46 -0.90
H 3.697293 -4.639247 -5.465956 0.23 -0.53 0.53
H 1.827173 -4.571697 -3.822616 -0.21 0.21 0.17
H 1.023743 -3.385497 -4.976826 -0.61 -0.93 -0.01
H 2.438193 -2.042677 -4.777666 0.23 0.68 0.25
H 3.327093 -2.832457 -6.570556 0.22 -0.40 0.22
C 5.222083 -0.955557 0.804564 -0.29 1.31 0.13
C 4.651263 0.113783 -0.134146 1.07 -0.25 0.61
O 5.509403 0.279563 -1.243746 -0.28 0.40 -0.46
O 4.694583 -2.223347 0.584864 -0.54 -1.06 -0.13
H 4.948393 -0.625867 1.806804 0.15 -0.42 0.26
H 6.307033 -0.983827 0.703594 0.10 0.29 0.10
H 4.614713 1.059473 0.406624 0.09 0.14 -0.19
H 3.628463 -0.140877 -0.411886 -0.30 -0.18 -0.20
H 5.469343 -0.500317 -1.802116 0.04 -0.09 -0.12
H 4.591313 -2.366627 -0.358746 0.10 -0.17 -0.12
C 2.779633 -2.731457 2.734824 0.04 -0.75 -0.36
C 1.541543 -2.694247 3.716544 2.51 0.52 -0.80
O 2.131103 -2.532697 4.997794 -0.47 -0.56 0.38
O 3.643483 -3.899397 2.809214 -1.64 0.09 0.99
H 3.410193 -1.859347 2.907864 -0.26 0.25 0.32
H 2.420133 -2.642577 1.709664 -0.28 0.04 -0.14
H 0.852933 -3.534857 3.631054 0.21 -0.21 0.04
H 1.019613 -1.755487 3.531024 -0.21 -0.17 -0.54
H 1.390663 -2.484647 5.606914 0.09 0.03 0.53
H 4.397063 -3.855477 2.216094 -0.18 0.69 -0.26
C 2.457983 -5.839397 -0.044036 1.78 1.54 -0.55
C 2.097143 -4.600787 -0.922186 -1.12 -1.90 1.09
O 0.741143 -4.758467 -1.320316 -0.56 0.34 -0.84
O 2.785643 -6.959937 -0.816096 -0.54 -0.76 -0.99
H 1.738403 -6.060057 0.744384 -0.01 0.35 -0.07
H 3.438783 -5.543047 0.327864 -0.11 0.22 1.13
H 2.715173 -4.566467 -1.819386 0.41 0.22 0.33
H 2.112923 -3.704197 -0.302536 0.57 0.11 -0.06
H 0.745793 -4.824797 -2.278016 -0.30 -0.05 -0.08
H 2.414253 -7.764597 -0.447076 -0.10 0.11 0.00
C -2.025307 1.995843 5.148004 0.17 0.09 2.30
C -1.229687 0.711513 5.488884 -0.23 1.30 1.08
O -1.652827 0.142513 6.747764 -0.50 -0.45 -1.13
O -2.006897 3.043143 6.182784 1.47 -0.19 -0.87
H -3.104957 1.850433 5.184264 0.04 -0.94 -1.43
H -1.558507 2.343593 4.226454 -0.60 0.61 0.01
H -0.156817 0.846273 5.626384 0.19 0.64 -0.50
H -1.345497 0.115583 4.583584 -0.38 -0.93 0.56
H -1.259197 0.679653 7.439244 0.15 0.00 -0.02
H -2.327547 2.657893 7.001544 -0.20 -0.17 -0.04
```
Forces are in eV/Å.

## Properties
⟨S²⟩ ... 0.755
Molecular weight ... 1074.104 g mol⁻¹
Lowest unoccupied orbital energy (alpha / beta) ... -0.475 / -5.775 eV
HOMO-LUMO gap (alpha / beta) ... 0.337 / 0.142 Ha
2S+1 ... 2
E ... -4059.84257 Eh